Molecular formula: C35H63Cl12N5O17
Method: DFT, wB97M-V/def2-TZVPD

```
132
Properties=species:S:1:pos:R:3:forces:R:3
Cl 0.124275 2.651384 25.476269 -0.139 -0.390 0.031
Cl 2.673979 4.017387 25.180050 0.429 -0.254 -0.281
Cl 6.318746 14.925627 24.191951 -0.296 -0.404 0.245
Cl 5.797574 12.459895 25.783913 0.412 -0.154 -0.567
Cl 4.939723 14.933068 26.768812 -0.089 0.651 0.150
Cl -4.620188 10.237935 19.272165 0.433 0.119 0.911
Cl 3.913310 5.943673 29.663059 -0.397 -0.215 0.920
Cl -3.393568 12.159768 21.180719 -0.145 -0.653 -0.392
Cl 1.665276 3.510486 27.827106 -0.136 -0.260 0.273
Cl 5.448351 6.892085 27.557298 0.534 0.102 -0.765
Cl 5.469563 4.027968 28.173000 0.294 -0.347 -0.198
Cl -2.581244 9.347535 21.206217 -0.064 0.050 -0.036
O -0.564821 8.953509 28.070293 -2.457 0.359 -0.052
O -1.446710 14.318184 24.449872 -1.587 1.457 -0.496
O -2.777475 9.449461 28.223048 -1.934 0.707 -1.361
O 3.967204 13.123481 22.826636 -2.336 -0.371 -1.093
O 0.388261 6.814882 25.549288 0.400 -0.483 0.153
O -0.684617 15.300058 26.256673 0.889 -0.294 1.105
O 2.704636 12.505629 21.058580 -1.519 0.912 0.302
O -4.643994 4.323475 23.557835 0.072 -1.750 -0.221
O -3.819369 13.865542 26.457020 -0.886 0.176 0.786
O 1.202324 9.818192 22.637993 0.509 -1.450 -1.787
O 1.352920 11.050768 30.242593 -0.807 0.734 -0.140
O 1.714141 13.319391 22.918625 -0.138 0.072 -0.930
O 0.110647 13.292153 25.556489 1.976 -1.889 1.145
O -1.806521 8.295715 29.829032 0.235 0.383 0.045
O -5.290321 9.844391 23.610897 -1.256 -1.051 -0.608
O 1.720191 8.612711 25.912483 -0.631 0.558 -0.171
O -0.266124 8.821800 24.941851 -0.422 0.912 -0.274
N 2.924797 12.013550 29.058611 1.954 -2.060 -0.691
N -4.028880 10.476012 25.284818 1.433 -0.418 2.933
N -3.862894 12.248804 28.027836 -1.264 -0.195 0.740
N -3.834001 6.344537 24.002729 -0.119 -0.400 -0.598
N 2.453112 8.603287 21.100614 -1.223 0.427 0.403
C 1.352504 8.818202 21.910761 -0.100 -0.054 0.682
C 0.305503 7.704746 21.867882 -0.287 -1.010 -0.388
C 0.366102 8.467235 29.001762 0.238 -1.103 -0.294
C 0.748674 11.566849 19.871705 1.642 1.526 -0.368
C 5.221103 14.050078 25.254066 0.448 -0.051 1.142
C 0.594842 7.994341 25.478958 0.641 -0.056 0.204
C 0.588792 13.025114 22.036160 2.224 -2.682 -0.678
C -2.149747 15.606820 24.570664 0.240 0.216 -1.840
C -2.796085 5.997845 24.906872 -0.391 0.784 0.414
C 1.303741 12.804354 20.659994 0.222 -0.544 -0.668
C 0.116923 10.200827 25.183649 -0.802 -0.364 0.249
C 1.220979 3.814772 26.157353 0.490 0.143 -0.266
C -3.308868 11.442204 24.476685 -2.055 -0.270 -1.241
C -2.428222 12.182051 28.311056 -0.425 1.969 -0.559
C 3.649020 10.689503 29.131993 -0.358 1.994 3.728
C 4.552390 5.487361 28.084070 -0.559 0.828 0.670
C -4.482645 13.225210 27.278213 2.116 -1.265 -0.192
C 0.915666 13.362065 29.486787 -0.016 -2.484 0.150
C -5.758977 8.884512 25.881690 0.260 -0.056 -1.292
C 2.865125 12.997044 22.291809 2.350 0.120 1.455
C -5.958644 13.234997 27.414196 -1.545 0.523 -0.487
C -5.428953 6.193543 22.193922 1.762 -0.590 0.420
C -0.598365 14.214294 25.467689 -1.576 1.777 -0.691
C -0.505976 7.728442 30.013284 0.940 0.288 2.198
C -0.666934 6.251963 29.800309 0.498 -0.054 1.187
C -3.921573 10.445800 20.930677 0.368 0.774 -1.113
C 1.506375 10.076993 25.864503 -0.233 -0.335 -1.443
C -1.827247 8.932447 28.668203 2.582 -0.464 -0.027
C -1.574009 17.583676 26.177904 -1.480 0.137 0.708
C 1.749839 12.046666 29.632870 -1.797 0.711 0.778
C -1.846974 16.079654 25.970270 0.500 0.987 -0.703
C -4.590711 5.487861 23.278684 -1.022 1.304 0.348
C 3.554841 9.511157 21.117305 0.884 1.257 0.992
C 2.562418 10.815868 25.064354 1.534 -1.133 0.617
C -5.052003 9.728372 24.801612 1.616 1.247 1.639
H 0.279826 5.728751 29.884805 0.103 -0.127 0.111
H 2.532473 7.726031 20.616017 -0.158 0.003 0.028
H 0.912207 13.833024 30.435273 -0.220 0.500 1.022
H -0.166259 7.980777 31.064451 -0.495 -0.333 -1.123
H 0.691702 6.661195 22.075939 -0.038 1.254 -0.240
H 4.644179 10.833293 28.857920 1.582 0.278 -0.736
H 3.518879 10.955619 25.606626 -0.640 -0.136 0.051
H -3.214955 15.483262 24.336243 0.387 -0.241 0.286
H -5.286642 7.257536 22.383820 -0.525 0.080 -0.590
H -1.992626 5.511348 24.457430 1.477 -0.846 -1.167
H -6.368944 12.406531 26.842060 0.134 -0.341 -0.101
H -1.379336 17.680305 27.269497 -0.313 0.304 -0.681
H 1.032168 7.801287 28.490846 0.272 -0.754 -0.387
H 1.269943 10.658825 20.197023 -0.892 0.194 0.492
H -2.627088 15.812784 26.651728 -0.406 -0.433 0.357
H -3.690886 10.361339 26.286086 -0.882 0.000 -1.787
H 3.208695 9.922764 28.591965 -1.074 -1.136 -1.356
H -0.166704 7.667007 20.863467 0.423 0.040 0.363
H -1.050791 6.107318 28.842392 -0.469 -0.355 -1.948
H 4.495738 9.028872 21.319785 0.293 -0.580 0.214
H -3.914279 7.291323 23.800768 -0.096 1.675 -0.570
H 1.376147 13.710446 20.003310 -0.265 -0.670 0.691
H 1.071843 11.633604 18.820253 -0.355 0.291 0.205
H -1.708844 16.298369 23.793704 -0.315 -0.674 0.764
H -0.650286 10.568035 25.859825 0.130 0.231 0.236
H -2.623510 11.018942 23.768973 0.665 -0.689 -0.173
H -1.419135 5.817666 30.462332 0.283 0.152 0.276
H -5.246766 7.942430 26.029202 0.273 -0.209 -0.066
H -6.410443 14.105547 26.938587 0.337 0.174 0.040
H -2.804032 12.198385 25.049528 -0.218 0.274 0.320
H 0.777986 4.771354 26.092376 -0.707 0.860 0.213
H 0.221629 11.994929 22.291527 -0.115 1.159 0.222
H -2.174047 13.198685 28.669547 0.362 -0.473 -0.108
H 0.016892 10.758037 24.237048 0.624 -0.400 0.604
H 4.259721 13.900147 24.827324 -0.364 0.005 -0.795
H -2.491000 18.209196 25.877243 1.136 -1.084 0.670
H -5.914321 9.325485 26.849918 0.387 0.655 0.248
H -6.449911 5.862964 22.184962 -0.419 -0.032 0.165
H -4.461437 11.785291 28.729845 0.634 0.397 -0.767
H 0.974570 9.282041 29.307053 0.101 0.659 1.065
H -0.090203 13.004016 29.237245 0.219 0.371 0.125
H -0.745363 18.046945 25.675769 0.571 -0.351 -0.550
H -6.410283 13.158994 28.407551 0.607 -0.033 0.095
H -2.401210 6.936602 25.285475 -0.016 -0.163 0.575
H 3.370016 10.197042 21.955740 0.172 -0.213 -0.258
H 1.256169 14.049708 28.754185 0.471 0.409 -0.814
H -0.128949 13.792843 22.092651 -0.793 0.799 0.058
H -0.521452 7.861546 22.568530 0.478 0.294 0.048
H -0.328106 11.640356 19.925115 -0.295 -0.707 0.060
H 3.778299 10.170970 20.273312 -0.801 -0.364 -0.415
H -4.945283 5.866742 21.261273 -0.301 0.442 0.010
H 3.660224 5.374802 27.497415 0.088 -0.272 -0.650
H 2.845211 10.263944 24.153120 -0.506 0.357 0.327
H 1.463686 10.384249 26.890296 -0.038 0.337 0.515
H -1.802923 11.978634 27.419848 -0.428 -0.190 0.518
H 3.662048 10.322617 30.232973 -0.093 0.736 -1.756
H 3.376151 12.858987 28.779700 0.297 0.128 -0.441
H -4.131312 11.805040 23.808215 0.953 0.635 0.598
H -4.677928 10.258931 21.652966 -0.550 -0.207 0.509
H -3.152208 5.307848 25.628403 -0.394 -0.336 1.191
H -2.313357 11.478689 29.109435 0.412 -0.260 0.139
H 2.184426 11.787680 24.835630 -0.292 0.658 -0.335
H -6.718020 8.660035 25.491112 -1.031 -0.394 -0.402
```
Forces are in eV/Å.

- maximum force (eV/Å) = 4.24
- calculated total energy (Eh) = -8446.71355
- net charge = 0
- E_HOMO (eV) = -9.2

Mulliken atomic charge list, values in e, 2 entries: -0.143 -0.171